Entry 1:
Formula: C19H45N3O9Sr3
Source: the OMol25 dataset
Level of theory: ωB97M-V/def2-TZVPD

Computed properties:
Spin multiplicity   1
HOMO energy   -13.48 eV
Charge   +4
LUMO level   -0.3969 hartree

```
79
C19H45N3O9Sr3 | the OMol25 dataset | ωB97M-V/def2-TZVPD
Sr -27.344 -5.353 38.331
Sr -32.808 -11.760 43.250
Sr -34.666 -8.239 35.702
C -31.435 -8.589 39.541
O -32.275 -9.425 39.419
O -31.269 -7.856 38.601
O -30.681 -8.527 40.534
C -34.603 -14.565 45.785
O -35.245 -13.466 45.114
C -36.649 -13.657 45.172
C -37.276 -12.760 44.149
N -36.617 -11.518 43.759
C -36.988 -10.439 44.626
C -36.076 -9.254 44.581
O -34.805 -9.607 45.017
C -34.054 -8.428 45.230
H -34.655 -15.342 45.021
H -35.316 -14.862 46.555
H -33.598 -14.386 46.165
H -37.022 -13.357 46.151
H -36.869 -14.697 44.930
H -38.334 -12.624 44.372
H -37.286 -13.378 43.251
H -36.914 -11.401 42.800
H -37.262 -10.706 45.647
H -37.907 -10.010 44.228
H -36.618 -8.492 45.141
H -36.073 -8.858 43.566
H -33.195 -8.790 45.794
H -34.486 -7.824 46.028
H -33.864 -7.796 44.363
C -27.640 -2.615 40.948
O -27.297 -3.960 41.247
C -26.496 -4.016 42.412
C -25.985 -5.474 42.711
N -25.122 -5.710 41.537
C -24.512 -7.034 41.764
C -23.967 -7.682 40.514
O -24.920 -7.705 39.418
C -24.242 -8.470 38.380
H -28.575 -2.633 40.387
H -26.828 -2.051 40.490
H -27.907 -2.205 41.921
H -27.106 -3.775 43.282
H -25.629 -3.357 42.447
H -26.886 -6.087 42.735
H -25.511 -5.471 43.692
H -24.360 -5.087 41.764
H -25.390 -7.581 42.109
H -23.700 -7.118 42.487
H -23.799 -8.720 40.800
H -22.974 -7.279 40.317
H -23.866 -9.381 38.845
H -23.555 -7.809 37.852
H -25.014 -8.728 37.655
C -40.822 -5.960 32.664
O -40.141 -6.335 31.476
C -39.074 -5.528 30.999
C -37.788 -6.051 31.674
N -37.718 -5.600 33.072
C -37.272 -4.253 33.110
C -37.300 -3.740 34.608
O -36.360 -4.489 35.362
C -36.413 -4.084 36.737
H -40.125 -5.736 33.471
H -41.552 -6.710 32.969
H -41.378 -5.031 32.539
H -39.279 -4.476 31.197
H -39.015 -5.705 29.925
H -36.973 -5.629 31.085
H -37.636 -7.128 31.617
H -38.620 -5.597 33.526
H -37.987 -3.537 32.706
H -36.268 -3.955 32.804
H -38.317 -3.713 34.999
H -36.799 -2.777 34.519
H -36.033 -4.891 37.363
H -37.443 -3.997 37.084
H -35.963 -3.097 36.842
```

---

Entry 2:
Formula: C19H46AgClN3O5
Source: the OMol25 dataset
Level of theory: ωB97M-V/def2-TZVPD

Computed properties:
Spin multiplicity   2
HOMO energy   -6.81 eV
LUMO level   -0.1123 hartree

```
75
C19H46AgClN3O5 | the OMol25 dataset | ωB97M-V/def2-TZVPD
Ag 3.185 -0.376 -1.227
Cl 7.218 0.767 -3.289
C -2.231 -4.351 2.852
C -3.590 -3.605 2.461
C -4.447 -3.566 3.632
C -5.779 -2.843 3.647
C -5.599 -1.373 3.226
C -4.739 -1.291 1.933
N -3.511 -2.193 2.035
O -2.301 -1.846 1.339
C -4.385 0.276 1.786
C -5.677 -1.684 0.744
C -4.254 -4.547 1.409
H -1.431 -4.093 2.157
H -2.491 -5.409 2.842
H -1.881 -4.069 3.845
H -3.883 -2.874 4.258
H -4.368 -4.454 4.259
H -6.101 -2.814 4.688
H -6.511 -3.348 3.016
H -5.312 -0.722 4.052
H -6.564 -0.912 3.014
H -5.278 0.901 1.759
H -3.965 0.486 0.802
H -3.750 0.692 2.568
H -4.927 -1.765 -0.042
H -6.445 -0.920 0.626
H -6.158 -2.638 0.963
H -4.120 -5.570 1.761
H -3.793 -4.366 0.438
H -5.308 -4.358 1.202
C 4.163 3.947 3.443
C 5.390 3.054 3.445
C 6.211 3.266 4.621
O 5.623 2.937 5.881
C 6.522 2.470 6.877
N 4.955 1.628 3.360
H 3.391 3.567 4.111
H 3.723 3.849 2.451
H 4.492 4.976 3.595
H 5.912 3.328 2.528
H 6.434 4.330 4.700
H 7.166 2.818 4.346
H 5.826 2.331 7.704
H 7.210 3.275 7.140
H 7.151 1.625 6.600
H 4.361 1.480 4.163
H 5.815 1.126 3.525
C -1.793 2.674 -5.694
C -0.308 3.158 -5.748
C -0.165 4.526 -6.444
O -0.688 4.449 -7.756
C -0.942 5.708 -8.299
N 0.245 3.301 -4.348
H -2.443 3.339 -5.126
H -1.720 1.681 -5.250
H -2.231 2.458 -6.668
H 0.240 2.504 -6.426
H 0.862 4.875 -6.336
H -0.782 5.149 -5.797
H -0.269 6.501 -7.975
H -1.947 6.129 -8.314
H -0.750 5.579 -9.364
H -0.537 3.603 -3.785
H 0.838 4.119 -4.322
C 2.999 -4.876 -3.768
C 4.412 -4.793 -3.216
O 4.345 -4.340 -1.869
O 2.391 -3.619 -3.808
H 2.471 -5.513 -3.058
H 3.053 -5.306 -4.768
H 5.088 -4.226 -3.857
H 4.767 -5.824 -3.228
H 5.075 -4.781 -1.428
H 1.836 -3.616 -4.592
```

---

Entry 3:
Formula: C19H46BN2O5PS2
Source: the OMol25 dataset
Level of theory: ωB97M-V/def2-TZVPD

Computed properties:
Spin multiplicity   1
HOMO energy   -7.53 eV
LUMO level   0.0214 hartree

```
76
C19H46BN2O5PS2 | the OMol25 dataset | ωB97M-V/def2-TZVPD
C 0.841 -4.752 1.623
C 2.257 -4.196 1.464
O 2.303 -2.782 1.399
C 2.059 -2.196 0.119
C 3.223 -2.460 -0.840
C 1.801 -0.710 0.389
C 1.491 0.026 -0.936
C 0.497 -0.567 -1.943
C -0.981 -0.488 -1.491
C -1.646 -1.819 -1.108
N -2.194 -1.779 0.259
C -2.447 -3.100 0.849
C -3.234 -0.863 0.408
C -3.719 -0.659 1.822
O -3.654 -0.211 -0.517
N 3.079 -0.091 0.877
P 3.354 0.021 2.596
C 4.536 1.426 2.494
C 4.574 -1.334 2.864
B 0.621 -0.402 1.475
C -0.113 -1.413 2.427
O 0.142 0.884 1.548
H 0.121 -4.154 1.057
H 0.794 -5.776 1.235
H 0.528 -4.779 2.670
H 2.874 -4.473 2.326
H 2.733 -4.640 0.583
H 1.143 -2.642 -0.310
H 3.135 -1.864 -1.750
H 3.258 -3.509 -1.145
H 4.164 -2.203 -0.347
H 1.118 1.023 -0.697
H 2.453 0.180 -1.446
H 0.776 -1.590 -2.227
H 0.595 0.030 -2.859
H -1.051 0.184 -0.631
H -1.572 -0.015 -2.278
H -2.435 -2.078 -1.829
H -0.909 -2.629 -1.122
H -2.128 -3.130 1.896
H -3.498 -3.406 0.785
H -1.858 -3.833 0.296
H -4.682 -0.147 1.797
H -2.987 -0.028 2.336
H -3.808 -1.590 2.386
H 3.154 0.841 0.480
H 5.256 1.354 3.313
H 4.005 2.379 2.573
H 5.090 1.401 1.548
H 4.066 -2.178 3.335
H 5.027 -1.674 1.929
H 5.354 -0.973 3.543
H -1.156 -1.106 2.565
H 0.381 -1.335 3.406
H -0.071 -2.458 2.121
H 0.641 1.551 1.050
C -0.405 4.978 -2.101
S 0.169 3.282 -2.064
O 1.123 3.201 -0.913
C 1.185 3.411 -3.541
H -1.028 5.119 -1.221
H 0.460 5.641 -2.073
H -1.007 5.126 -2.996
H 1.907 4.218 -3.414
H 0.541 3.592 -4.401
H 1.704 2.461 -3.661
C -5.168 2.770 -1.082
S -4.528 3.614 -2.530
O -3.059 3.385 -2.507
C -4.799 5.290 -1.938
H -5.020 1.703 -1.246
H -4.602 3.093 -0.208
H -6.230 2.992 -0.970
H -4.269 5.426 -0.995
H -5.868 5.462 -1.811
H -4.405 5.969 -2.692
```

---

Entry 4:
Formula: C19H46BrN3O2
Source: the OMol25 dataset
Level of theory: ωB97M-V/def2-TZVPD

Computed properties:
Spin multiplicity   1
HOMO energy   -13.99 eV
Charge   +2
LUMO level   -0.1716 hartree

```
71
C19H46BrN3O2 | the OMol25 dataset | ωB97M-V/def2-TZVPD
Br 0.000 0.252 -1.118
C -3.050 -1.764 -1.665
C -2.251 -2.972 -2.032
O -2.635 -4.035 -2.375
N -0.748 -2.750 -2.016
H -0.515 -1.778 -1.662
H -0.253 -3.360 -1.362
C -0.129 -2.905 -3.380
H -4.072 -1.951 -1.982
H -2.680 -0.889 -2.204
H -2.953 -1.556 -0.600
H -0.208 -3.955 -3.651
H 0.917 -2.630 -3.307
H -0.688 -2.292 -4.076
C -4.472 2.613 -5.974
N -3.935 3.096 -4.638
C -3.794 4.563 -4.761
C -4.937 2.711 -3.608
C -2.598 2.431 -4.440
C -1.934 2.733 -3.107
O -2.593 2.107 -2.023
H -4.821 1.594 -5.852
H -3.662 2.622 -6.701
H -5.245 3.295 -6.312
H -3.307 4.989 -3.891
H -4.806 4.978 -4.726
H -3.351 4.807 -5.719
H -5.914 3.035 -3.958
H -4.684 3.177 -2.661
H -4.903 1.631 -3.518
H -1.958 2.842 -5.225
H -2.692 1.361 -4.618
H -1.925 3.809 -2.928
H -0.903 2.381 -3.197
H -1.972 1.474 -1.617
C 5.714 -1.023 6.140
C 4.219 -0.982 5.923
C 3.855 -1.052 4.444
C 2.380 -0.923 4.210
N 1.933 -1.151 2.796
C 0.454 -0.937 2.663
C -0.192 -2.235 3.171
C 0.939 -3.268 3.164
C 2.050 -2.584 2.394
C 2.627 -0.229 1.836
C 2.546 1.245 2.215
C 3.022 2.074 1.010
H 6.172 -0.190 5.594
H 6.207 -1.897 5.699
H 6.001 -0.991 7.186
H 3.855 -0.037 6.340
H 3.702 -1.781 6.463
H 4.277 -1.974 4.015
H 4.490 -0.332 3.910
H 1.993 0.054 4.505
H 1.815 -1.617 4.833
H 0.242 -0.891 1.596
H 0.156 -0.039 3.189
H -0.989 -2.530 2.481
H -0.745 -2.141 4.105
H 0.708 -4.233 2.716
H 1.266 -3.491 4.180
H 1.818 -2.602 1.328
H 3.050 -2.970 2.548
H 2.172 -0.387 0.861
H 3.694 -0.450 1.825
H 3.258 1.506 2.998
H 1.528 1.538 2.471
H 3.034 3.135 1.249
H 2.385 1.948 0.131
H 4.029 1.774 0.710
```

---

Entry 5:
Formula: C19H46ClFIN3O6P3
Source: the OMol25 dataset
Level of theory: ωB97M-V/def2-TZVPD

Computed properties:
Spin multiplicity   1
HOMO energy   -4.61 eV
Charge   -1
LUMO level   0.0730 hartree

```
80
C19H46ClFIN3O6P3 | the OMol25 dataset | ωB97M-V/def2-TZVPD
C 3.075 4.173 -0.415
C 1.929 3.611 -1.262
C 0.575 3.714 -0.567
C -0.492 3.002 -1.397
O -1.011 3.711 -2.480
P -2.320 2.799 -3.149
C -2.471 3.932 -4.704
C -3.256 5.196 -4.390
F -1.232 4.355 -5.210
P -0.947 1.422 -4.340
O 0.490 1.763 -4.322
O -1.204 -0.117 -3.817
O -1.408 1.348 -5.913
O -2.310 1.692 -1.815
C -1.601 2.215 -0.684
C -2.636 3.062 0.082
C -4.040 2.444 0.047
C -4.856 2.945 1.244
Cl -6.606 3.036 0.840
C -0.986 1.023 0.067
C -0.838 1.155 1.591
C 0.527 0.662 2.089
I -2.329 -0.112 2.563
H 3.075 5.265 -0.444
H 3.034 3.827 0.620
H 4.036 3.858 -0.827
H 2.156 2.573 -1.510
H 1.878 4.170 -2.196
H 0.610 3.265 0.429
H 0.299 4.772 -0.517
H 0.064 2.173 -1.869
H -3.196 3.742 -2.483
H -3.552 2.165 -3.607
H -3.038 3.403 -5.476
H -4.314 4.937 -4.322
H -3.165 5.873 -5.245
H -2.910 5.677 -3.478
H -1.160 -0.703 -4.585
H -2.218 0.832 -6.017
H -2.372 3.215 1.134
H -2.655 4.049 -0.379
H -4.555 2.759 -0.856
H -3.994 1.359 0.097
H -4.522 3.932 1.555
H -4.764 2.258 2.081
H -1.616 0.167 -0.166
H -0.003 0.770 -0.333
H -0.982 2.161 1.966
H 0.466 0.378 3.138
H 1.228 1.501 2.060
H 0.898 -0.187 1.522
O 2.000 -2.571 2.960
P 2.220 -4.002 2.635
N 3.621 -4.005 1.678
C 4.045 -5.143 0.887
C 4.776 -3.349 2.280
N 0.859 -4.361 1.640
C 0.990 -4.308 0.188
C -0.352 -3.662 2.066
N 2.342 -5.600 3.286
C 1.182 -6.497 3.284
C 2.909 -5.568 4.653
H 4.527 -5.926 1.488
H 4.763 -4.802 0.138
H 3.222 -5.599 0.348
H 5.279 -3.992 3.019
H 4.475 -2.428 2.775
H 5.503 -3.087 1.509
H 1.486 -3.395 -0.164
H -0.002 -4.352 -0.265
H 1.526 -5.175 -0.198
H -0.378 -2.625 1.725
H -0.431 -3.653 3.155
H -1.234 -4.179 1.679
H 0.303 -6.076 3.781
H 1.465 -7.413 3.808
H 0.914 -6.778 2.271
H 2.209 -5.144 5.380
H 3.816 -4.959 4.669
H 3.185 -6.572 4.974
```

---

Entry 6:
Formula: C19H46N6O8Zr
Source: the OMol25 dataset
Level of theory: ωB97M-V/def2-TZVPD

Computed properties:
Spin multiplicity   1
HOMO energy   -12.81 eV
Charge   +2
LUMO level   -0.3072 hartree

```
80
C19H46N6O8Zr | the OMol25 dataset | ωB97M-V/def2-TZVPD
Zr 4.031 -0.078 -0.306
O 4.496 0.883 1.351
H 4.679 0.963 2.289
C 0.781 0.824 0.153
O 2.042 0.236 -0.034
H 0.358 0.493 1.110
H 0.859 1.910 0.164
H 0.087 0.434 -0.595
C 0.316 6.050 3.426
O 1.178 6.831 3.103
N -0.348 5.232 2.544
C -1.213 4.195 3.033
C 0.130 5.053 1.206
H -0.027 5.850 4.456
H -2.122 4.111 2.435
H -1.546 4.338 4.059
H -0.685 3.232 2.972
H 0.952 4.333 1.111
H -0.687 4.751 0.546
H 0.453 6.007 0.791
C -3.138 3.848 -1.576
O -1.942 3.852 -1.835
N -3.677 3.123 -0.575
C -5.098 3.126 -0.265
C -2.820 2.249 0.197
H -3.886 4.414 -2.148
H -5.472 2.114 -0.129
H -5.633 3.635 -1.062
H -5.250 3.656 0.678
H -1.984 2.830 0.588
H -3.363 1.963 1.098
H -2.483 1.397 -0.388
C -5.300 -2.774 1.072
O -5.582 -3.937 1.078
N -4.478 -2.181 0.168
C -4.142 -0.787 0.256
C -3.782 -2.989 -0.808
H -5.638 -2.055 1.839
H -4.398 -0.347 1.221
H -4.712 -0.226 -0.492
H -3.066 -0.666 0.125
H -4.269 -2.923 -1.787
H -2.742 -2.669 -0.879
H -3.852 -4.038 -0.528
C 2.658 -2.862 -1.941
O 3.154 -1.858 -1.382
N 3.275 -3.990 -2.210
C 2.744 -4.859 -3.248
C 4.652 -4.235 -1.826
H 1.611 -2.900 -2.237
H 2.769 -5.899 -2.928
H 3.412 -4.800 -4.112
H 1.767 -4.571 -3.624
H 4.774 -5.182 -1.301
H 5.269 -4.323 -2.723
H 5.003 -3.421 -1.201
C 1.020 -0.251 -3.895
O 1.121 -1.471 -3.858
N -0.076 0.424 -3.572
C -1.328 -0.237 -3.241
C -0.092 1.875 -3.526
H 1.854 0.377 -4.244
H -1.726 0.085 -2.280
H -1.195 -1.312 -3.312
H -2.040 0.029 -4.029
H -0.338 2.189 -2.514
H 0.841 2.325 -3.868
H -0.824 2.271 -4.234
C 3.994 -2.674 1.987
O 3.594 -1.700 1.302
N 3.748 -2.798 3.268
C 4.192 -3.946 4.041
C 3.057 -1.759 4.022
H 4.574 -3.510 1.585
H 4.784 -4.595 3.399
H 3.365 -4.520 4.460
H 4.810 -3.642 4.885
H 1.993 -1.998 4.092
H 3.401 -1.738 5.053
H 3.157 -0.787 3.551
```